Computed, not measured: the molecule C5H10O in a non-equilibrium geometry, with ωB97M-V/def2-TZVPD.

Geometry (Å):
C  -1.199  -0.965  -0.934
C  -0.326  -0.729  0.278
C  0.993  -1.153  0.801
C  1.157  0.070  -0.042
O  1.067  1.430  -0.148
C  -0.130  1.952  0.323
H  -1.139  -1.943  -1.406
H  -2.255  -0.732  -0.715
H  -0.864  -0.211  -1.647
H  -0.972  -0.494  1.152
H  1.150  -1.307  1.859
H  1.455  -1.867  0.132
H  2.005  -0.120  -0.735
H  -0.201  1.713  1.383
H  -0.050  3.015  0.137
H  -1.005  1.531  -0.195

Computed properties:
- Net charge: 0
- M: 86.1 g mol⁻¹
- Highest occupied orbital energy: -0.2851 hartree
- F_max: 0.0330 hartree/bohr
- LUMO: 1.1 eV
- Orbital gap: 0.3239 hartree

=====

Computed, not measured: a cluster of 10 separate species, C46H108N6O12 in total in a non-equilibrium geometry, with ωB97M-V/def2-TZVPD.

Geometry (Å):
C  -30.872  -3.499  -3.115
C  -30.546  -1.994  -3.344
C  -29.612  -1.306  -2.322
N  -29.790  0.129  -2.229
C  -31.187  0.495  -1.643
C  -31.363  1.922  -1.315
C  -30.291  2.598  -0.458
C  -28.919  2.201  -1.051
C  -28.776  0.707  -1.194
C  -29.574  0.785  -3.588
H  -29.980  -4.091  -2.965
H  -31.467  -3.853  -3.951
H  -31.535  -3.667  -2.271
H  -31.530  -1.550  -3.551
H  -30.066  -1.989  -4.338
H  -28.580  -1.554  -2.523
H  -29.872  -1.782  -1.375
H  -31.230  -0.108  -0.741
H  -31.936  0.120  -2.385
H  -32.323  1.969  -0.812
H  -31.408  2.503  -2.249
H  -30.230  2.316  0.595
H  -30.432  3.655  -0.614
H  -28.104  2.457  -0.487
H  -28.768  2.616  -2.050
H  -28.910  0.171  -0.242
H  -27.726  0.487  -1.458
H  -30.394  0.474  -4.294
H  -28.614  0.448  -3.985
H  -29.514  1.878  -3.554
C  -29.255  7.092  1.100
C  -28.340  7.868  0.201
C  -27.151  6.979  -0.071
N  -26.029  7.602  -0.961
C  -26.576  7.917  -2.353
C  -27.084  9.360  -2.474
C  -25.869  10.384  -2.289
C  -24.871  9.815  -1.369
C  -25.521  8.867  -0.342
C  -24.962  6.528  -1.090
H  -28.934  6.856  2.120
H  -29.550  6.085  0.713
H  -30.157  7.639  1.296
H  -28.133  8.809  0.677
H  -28.960  7.949  -0.704
H  -27.535  6.068  -0.522
H  -26.617  6.726  0.851
H  -27.356  7.159  -2.576
H  -25.755  7.766  -3.033
H  -27.957  9.577  -1.859
H  -27.480  9.408  -3.547
H  -26.338  11.257  -1.852
H  -25.429  10.647  -3.245
H  -24.386  10.622  -0.803
H  -24.036  9.407  -1.910
H  -26.365  9.325  0.193
H  -24.750  8.535  0.369
H  -24.566  6.136  -0.127
H  -24.112  6.910  -1.714
H  -25.523  5.692  -1.547
C  -17.372  7.914  3.696
N  -18.226  8.675  2.690
C  -18.239  7.899  1.392
C  -19.560  8.703  3.249
C  -17.757  10.081  2.521
C  -16.417  10.365  1.800
O  -15.296  9.979  2.593
H  -17.484  8.377  4.706
H  -16.294  7.963  3.473
H  -17.721  6.894  3.723
H  -17.218  7.713  1.084
H  -18.913  8.507  0.796
H  -18.791  6.973  1.618
H  -19.759  7.774  3.714
H  -20.374  8.793  2.521
H  -19.760  9.478  3.927
H  -17.601  10.449  3.533
H  -18.601  10.676  2.185
H  -16.517  11.394  1.526
H  -16.344  9.874  0.865
H  -15.201  10.719  3.221
C  -19.947  10.950  -4.970
N  -19.087  10.387  -6.093
C  -18.198  9.306  -5.479
C  -19.900  9.703  -7.181
C  -18.158  11.422  -6.713
C  -18.829  12.764  -6.956
O  -18.329  13.401  -8.116
H  -20.604  11.777  -5.203
H  -19.289  11.412  -4.248
H  -20.570  10.142  -4.525
H  -18.929  8.504  -5.332
H  -17.777  9.570  -4.505
H  -17.456  9.078  -6.199
H  -19.200  9.271  -7.875
H  -20.542  10.479  -7.673
H  -20.548  8.983  -6.703
H  -17.825  11.039  -7.695
H  -17.299  11.463  -6.048
H  -18.778  13.451  -6.086
H  -19.865  12.527  -7.203
H  -17.527  13.874  -7.872
C  -26.442  4.746  -7.235
N  -27.374  4.761  -6.068
C  -26.843  5.747  -4.987
C  -28.787  5.151  -6.533
C  -27.600  3.325  -5.519
C  -26.591  2.946  -4.473
O  -25.252  3.123  -4.930
H  -26.776  3.958  -7.883
H  -25.416  4.547  -6.806
H  -26.357  5.761  -7.684
H  -27.435  5.601  -4.102
H  -26.991  6.798  -5.367
H  -25.768  5.521  -4.817
H  -29.108  4.363  -7.179
H  -28.786  6.017  -7.158
H  -29.465  5.318  -5.635
H  -27.554  2.768  -6.445
H  -28.530  3.352  -4.968
H  -26.771  1.892  -4.065
H  -26.844  3.554  -3.634
H  -24.793  3.279  -4.053
C  -21.886  2.831  -2.986
N  -21.259  3.903  -2.117
C  -19.851  4.063  -2.507
C  -22.010  5.191  -2.310
C  -21.400  3.419  -0.625
C  -20.355  4.106  0.324
O  -20.294  5.471  0.024
H  -21.379  1.892  -2.834
H  -21.799  3.192  -4.017
H  -22.928  2.760  -2.676
H  -19.908  4.371  -3.567
H  -19.321  3.070  -2.432
H  -19.488  4.881  -1.857
H  -21.807  5.600  -3.294
H  -21.641  5.884  -1.577
H  -23.057  4.905  -2.256
H  -21.354  2.347  -0.578
H  -22.388  3.748  -0.432
H  -19.345  3.704  0.262
H  -20.723  3.908  1.349
H  -20.798  6.021  0.691
C  -23.352  7.655  3.217
C  -22.393  7.695  2.013
O  -22.543  8.501  1.079
O  -21.475  6.805  2.101
H  -24.091  8.470  3.143
H  -22.759  7.787  4.176
H  -23.768  6.622  3.315
C  -30.737  6.522  -2.636
C  -29.749  5.405  -2.826
O  -30.040  4.464  -3.608
O  -28.623  5.495  -2.261
H  -31.664  6.351  -3.293
H  -30.388  7.521  -2.824
H  -31.182  6.443  -1.618
C  -23.397  8.740  -5.926
C  -22.688  7.916  -4.837
O  -23.358  7.527  -3.879
O  -21.409  7.855  -4.951
H  -23.784  9.722  -5.619
H  -24.326  8.402  -6.338
H  -22.630  8.864  -6.696
C  -25.563  3.176  -0.095
C  -25.217  2.788  -1.554
O  -24.615  3.570  -2.360
O  -25.600  1.688  -1.912
H  -26.253  4.006  -0.199
H  -24.776  3.503  0.568
H  -26.046  2.279  0.275

Computed properties:
- Net charge: +2
- M: 937.4 g mol⁻¹
- Highest occupied orbital energy: -0.4284 hartree
- F_max: 0.0630 hartree/bohr
- LUMO: -3.3 eV
- Orbital gap: 0.3057 hartree

=====

Computed, not measured: a cluster of 2 separate species, C7H10N2O2PS in total in a non-equilibrium geometry, with ωB97M-V/def2-TZVPD.

Geometry (Å):
C  3.764  -1.359  0.464
C  3.860  -0.140  -0.315
C  2.641  -1.694  1.089
C  2.669  0.524  -0.514
C  1.433  -1.010  0.993
C  1.460  0.071  0.139
C  -0.909  0.532  -0.347
N  0.379  0.837  -0.393
N  -1.880  1.266  -0.730
O  -4.006  0.478  1.377
O  -5.063  1.002  -0.844
P  -4.001  0.052  -0.146
S  -3.917  -1.736  -0.846
H  4.663  -1.835  0.543
H  4.778  0.128  -0.781
H  2.658  -2.568  1.890
H  2.703  1.377  -1.200
H  0.662  -1.170  1.728
H  -0.961  -0.527  -0.062
H  0.687  1.689  -0.919
H  -1.744  2.125  -1.233
H  -4.299  1.279  1.680
H  -5.579  0.679  -1.572

Computed properties:
- Net charge: +1
- M: 217.2 g mol⁻¹
- Highest occupied orbital energy: -0.4322 hartree
- F_max: 0.1027 hartree/bohr
- LUMO: -4.9 eV
- Orbital gap: 0.2508 hartree

=====

Computed, not measured: a structure of composition C5H6O2 in a non-equilibrium geometry, with ωB97M-V/def2-TZVPD.

Geometry (Å):
C  0.439  1.045  1.071
O  -0.751  1.443  -0.102
C  -1.119  0.204  -0.681
C  -0.033  -0.574  -1.367
O  1.198  0.003  -0.942
C  0.823  -0.229  0.434
C  -0.434  -0.967  0.022
H  0.083  0.871  2.117
H  1.332  1.712  1.159
H  -2.164  0.010  -0.979
H  -0.055  -1.127  -2.302
H  1.599  -0.701  1.040
H  -0.936  -1.782  0.530

Computed properties:
- Net charge: 0
- M: 98.1 g mol⁻¹
- Highest occupied orbital energy: -0.3342 hartree
- F_max: 0.0547 hartree/bohr
- LUMO: 1.0 eV
- Orbital gap: 0.3698 hartree

=====

Computed, not measured: a structure of composition C17H30BrCaN9O5S in a non-equilibrium geometry, with ωB97M-V/def2-TZVPD.

Geometry (Å):
Ca  0.070  0.253  -0.159
C  -0.938  5.380  -3.592
C  -0.622  3.910  -3.591
C  -0.522  3.170  -4.758
C  -0.281  1.805  -4.704
C  -0.138  1.240  -3.449
Br  0.187  -0.586  -3.058
N  -0.206  1.930  -2.321
C  -0.457  3.235  -2.384
H  -1.059  5.757  -4.609
H  -0.149  5.957  -3.106
H  -1.859  5.573  -3.040
H  -0.654  3.660  -5.719
H  -0.218  1.192  -5.591
H  -0.578  3.703  -1.412
C  4.596  -2.031  0.336
N  4.660  -0.865  1.192
C  5.176  -1.213  2.497
C  3.360  -0.182  1.189
N  2.346  -0.526  0.603
N  3.533  1.019  2.040
C  2.513  1.941  2.172
N  2.942  3.111  2.882
N  1.353  1.779  1.699
H  5.593  -2.477  0.268
H  4.247  -1.735  -0.650
H  3.881  -2.787  0.690
H  6.084  -1.810  2.372
H  4.472  -1.807  3.107
H  5.438  -0.332  3.083
H  1.520  -1.879  -0.517
H  4.452  1.437  2.060
H  3.424  2.845  3.733
H  2.133  3.670  3.115
H  0.685  2.534  1.866
O  -2.514  2.670  2.167
S  -2.236  2.322  0.771
O  -3.201  2.922  -0.163
O  -0.835  2.724  0.400
O  -2.215  0.824  0.602
C  -5.408  -3.057  0.933
C  -4.932  -2.121  -0.171
N  -3.625  -1.638  0.144
C  -2.665  -2.440  0.714
N  -1.498  -1.962  0.902
C  -0.559  -2.817  1.607
C  -0.651  -4.226  1.056
C  -2.055  -4.751  1.301
N  -3.055  -3.742  1.019
C  -4.419  -4.201  1.033
H  -6.411  -3.446  0.747
H  -5.418  -2.495  1.869
H  -5.597  -1.264  -0.274
H  -4.956  -2.665  -1.130
H  -3.412  -0.648  0.249
H  -0.765  -2.803  2.689
H  0.440  -2.428  1.426
H  0.079  -4.905  1.504
H  -0.430  -4.132  -0.009
H  -2.156  -5.075  2.349
H  -2.269  -5.634  0.681
H  -4.587  -4.778  1.953
H  -4.591  -4.903  0.199
O  0.680  -2.059  -0.965

Computed properties:
- Net charge: -2
- M: 592.5 g mol⁻¹
- Highest occupied orbital energy: -0.0445 hartree
- F_max: 0.0245 hartree/bohr
- LUMO: 4.5 eV
- Orbital gap: 0.2111 hartree

=====

Computed, not measured: a cluster of 11 separate species, C6H34O13 in total in a non-equilibrium geometry, with ωB97M-V/def2-TZVPD.

Geometry (Å):
O  0.109  1.103  2.538
H  -0.688  1.362  2.074
H  -0.107  1.441  3.461
O  -1.012  -1.387  0.513
H  -1.141  -0.602  1.064
H  -0.725  -2.090  1.079
O  1.344  -4.334  -0.740
H  2.277  -4.164  -0.605
H  1.136  -3.540  -1.277
O  -2.030  -1.629  -3.293
H  -1.747  -0.952  -3.954
H  -1.309  -2.255  -3.338
O  2.614  0.370  1.268
H  1.737  0.737  1.482
H  3.047  0.870  0.528
O  -2.576  2.101  -2.389
H  -3.503  2.230  -2.589
H  -2.626  1.338  -1.760
O  -3.270  -0.648  -1.167
H  -2.641  -0.872  -1.894
H  -2.805  -1.063  -0.390
C  0.929  -3.547  2.880
C  1.537  -2.221  3.149
O  2.761  -2.090  2.469
O  -0.007  -3.559  1.793
H  0.410  -3.907  3.793
H  1.675  -4.316  2.810
H  1.599  -2.016  4.199
H  0.784  -1.487  2.917
H  2.883  -1.308  1.953
H  0.344  -3.807  0.945
C  0.321  2.595  -1.554
C  1.748  3.112  -1.520
O  2.299  2.908  -0.194
O  -0.683  3.461  -1.074
H  0.273  1.585  -1.004
H  0.069  2.420  -2.641
H  1.576  4.180  -1.785
H  2.495  2.639  -2.168
H  2.872  3.619  0.123
H  -1.396  3.617  -1.687
C  -2.915  2.685  1.475
O  -1.766  2.095  0.863
H  -3.372  3.520  0.823
H  -3.579  1.776  1.501
H  -2.692  3.013  2.484
H  -1.297  2.813  0.548
C  1.219  -0.808  -2.286
O  1.314  -1.812  -1.280
H  2.053  -0.150  -2.147
H  1.402  -1.316  -3.276
H  0.354  -0.186  -2.178
H  0.708  -1.523  -0.542

Computed properties:
- Net charge: 0
- M: 314.3 g mol⁻¹
- Highest occupied orbital energy: -0.3464 hartree
- F_max: 0.0680 hartree/bohr
- LUMO: 0.3 eV
- Orbital gap: 0.3561 hartree

=====

Computed, not measured: the molecule C4H6ClF in a non-equilibrium geometry, with ωB97M-V/def2-TZVPD.

Geometry (Å):
C  1.239  1.805  1.610
C  0.305  0.861  1.545
C  -0.207  -1.060  -0.267
C  -0.532  0.295  0.247
F  1.792  2.304  2.758
Cl  -0.400  0.110  2.938
H  1.608  2.378  0.675
H  0.961  -1.134  -0.524
H  -0.702  -1.288  -1.116
H  -0.257  -1.770  0.520
H  -1.497  0.193  0.547
H  -0.391  1.139  -0.438

Computed properties:
- Net charge: 0
- M: 108.5 g mol⁻¹
- Highest occupied orbital energy: -0.3521 hartree
- F_max: 0.1245 hartree/bohr
- LUMO: 0.9 eV
- Orbital gap: 0.3848 hartree

=====

Computed, not measured: a cluster of 2 separate species, C4H11N2O in total in a non-equilibrium geometry, with ωB97M-V/def2-TZVPD.

Geometry (Å):
C  -1.061  0.385  -1.682
C  -1.975  1.310  -1.002
C  1.158  -0.552  2.338
C  0.863  -0.646  0.862
N  -0.190  -0.172  0.220
N  1.773  -1.451  0.229
O  -0.123  0.970  -2.370
H  -2.820  0.861  -0.634
H  -2.456  2.043  -1.614
H  -1.473  1.883  -0.230
H  2.186  -0.821  2.489
H  0.548  -1.306  2.886
H  0.952  0.494  2.849
H  -1.078  0.171  0.579
H  -1.302  -0.664  -1.802
H  0.451  0.431  -2.907
H  1.833  -1.481  -0.790
H  2.716  -1.455  0.580

Computed properties:
- Net charge: +1
- M: 103.1 g mol⁻¹
- Highest occupied orbital energy: -0.5193 hartree
- F_max: 0.0543 hartree/bohr
- LUMO: -4.0 eV
- Orbital gap: 0.3736 hartree

=====

For reference, relative energy (zero: lowest compared OMol25 entry of this formula, charge and spin) by record: 102.5; 0.0; 26.1; 92.3; 40.6; 40.2; 29.0; 64.4 kcal per mole.